No. 1
ORCA calculation (ωB97M-V/def2-TZVPD) on a 2-piece molecular cluster, C8H10OS2 overall in a non-equilibrium geometry.

* net charge: 0
* energy: -32172.17261 eV
* HOMO (spin up / spin down): -0.261 / -0.261 Eh
* gap between HOMO and LUMO (spin up / spin down): 6.256 / 6.260 eV
* LUMO energy (spin up / spin down): -0.85 / -0.85 eV

Geometry (Å):
C1 -0.407 1.086 -4.217
C2 0.397 0.849 -3.070
C3 -1.416 0.155 -4.395
C4 -0.059 -0.159 -2.229
C5 0.112 0.951 0.402
C6 1.387 -0.774 1.463
C7 -1.179 -0.473 1.924
C8 0.240 0.182 1.636
O1 0.361 -0.615 -1.167
S1 -0.295 2.292 -0.275
S2 -1.495 -0.945 -3.021
H1 -0.205 1.770 -4.926
H2 1.344 1.381 -2.898
H3 -1.780 -0.073 -5.396
H4 1.069 -1.431 0.737
H5 2.353 -0.180 1.030
H6 1.693 -1.268 2.355
H7 -1.912 0.253 1.393
H8 -1.495 -1.426 1.560
H9 -1.376 -0.430 3.017
H10 0.434 0.949 2.378

No. 2
ORCA calculation (ωB97M-V/def2-TZVPD) on C8H10S as an isolated structure in a non-equilibrium geometry.

* net charge: 0
* energy: -19287.92746 eV
* HOMO: -0.322 Eh
* gap between HOMO and LUMO: 8.728 eV
* LUMO energy: -0.02 eV

Geometry (Å):
C1 -1.139 -0.168 1.438
C2 -2.255 -0.602 1.952
C3 0.242 0.314 1.676
C4 0.081 -0.636 -0.459
C5 -1.314 -0.166 -0.092
C6 0.680 0.540 0.229
C7 -2.578 -0.586 -0.802
C8 2.098 1.058 -0.121
S1 -0.712 1.614 -0.312
H1 0.236 1.116 2.333
H2 0.880 -0.516 2.241
H3 0.228 -1.684 0.006
H4 0.330 -0.781 -1.451
H5 -2.548 -1.672 -0.922
H6 -2.730 -0.086 -1.733
H7 -3.375 -0.138 -0.317
H8 2.804 0.285 -0.046
H9 2.244 1.922 0.511
H10 2.191 1.447 -1.027

No. 3
ORCA calculation (ωB97M-V/def2-TZVPD) on the molecule C8H10S in a non-equilibrium geometry.

* net charge: 0
* energy: -19289.38310 eV
* HOMO: -0.325 Eh
* SMILES: C#CC(=S)/C=C/C(C)C
* gap between HOMO and LUMO: 8.031 eV
* LUMO energy: -0.80 eV

Geometry (Å):
C1 3.120 -1.107 1.800
C2 2.519 -1.531 0.881
C3 1.847 -2.022 -0.426
S1 2.441 -3.343 -1.098
C4 0.572 -1.337 -0.774
C5 0.107 -0.269 -0.135
C6 -1.124 0.444 -0.453
C7 -2.084 0.571 0.765
C8 -0.856 1.904 -0.983
H1 3.599 -0.532 2.589
H2 0.093 -1.846 -1.637
H3 0.607 0.024 0.737
H4 -1.635 -0.134 -1.201
H5 -3.070 0.286 0.490
H6 -1.687 -0.003 1.562
H7 -2.058 1.730 1.182
H8 -0.243 2.709 -0.315
H9 -1.847 2.402 -1.054
H10 -0.300 2.052 -1.931

No. 4
ORCA calculation (ωB97M-V/def2-TZVPD) on the molecule C8H11BrO2 in a non-equilibrium geometry.

* net charge: 0
* energy: -82605.03563 eV
* HOMO (spin up / spin down): -0.188 / -0.350 Eh
* 2S+1: 3
* gap between HOMO and LUMO (spin up / spin down): 5.875 / 7.326 eV
* LUMO energy (spin up / spin down): 0.77 / -2.20 eV
* ⟨S²⟩: 2.01

Geometry (Å):
C1 -1.499 -2.089 0.320
C2 -1.874 -0.817 0.163
C3 -0.052 -2.161 0.574
C4 -0.771 2.327 -0.525
C5 -1.284 2.266 0.952
C6 0.511 -0.759 0.438
C7 -0.694 0.222 0.282
C8 1.394 -0.936 -0.872
O1 -0.664 0.953 -0.895
O2 -0.739 1.085 1.393
Br1 -3.645 -0.122 -0.183
H1 -2.062 -3.004 0.215
H2 0.190 -2.677 1.610
H3 0.428 -2.908 0.040
H4 -1.445 2.714 -1.317
H5 0.294 2.544 -0.581
H6 -0.798 3.155 1.571
H7 -2.394 2.175 1.038
H8 1.167 -0.533 1.315
H9 2.004 -1.705 -0.715
H10 2.168 -0.136 -1.014
H11 0.626 -1.055 -1.774

No. 5
ORCA calculation (ωB97M-V/def2-TZVPD) on a 2-piece molecular cluster, C8H11ClN2O2S overall in a non-equilibrium geometry.

* net charge: 0
* energy: -38903.72993 eV
* HOMO: -0.342 Eh
* gap between HOMO and LUMO: 9.495 eV
* LUMO energy: 0.18 eV

Geometry (Å):
C1 -1.064 4.330 2.355
C2 -0.586 0.711 1.641
C3 -2.227 1.160 0.221
C4 -1.096 0.730 -0.671
C5 -1.870 0.993 1.608
C6 0.110 0.495 0.325
C7 1.402 -0.867 -1.291
C8 0.665 -0.906 0.024
N1 -0.224 3.841 2.942
N2 -3.271 1.552 -0.361
O1 1.655 1.371 2.961
O2 -0.391 0.911 4.314
S1 0.344 0.297 3.195
Cl1 -2.281 5.011 1.596
H1 -1.448 -0.251 -1.030
H2 -0.940 1.470 -1.434
H3 -2.505 0.939 2.474
H4 0.947 1.182 0.309
H5 0.652 -0.527 -1.891
H6 1.734 -1.912 -1.537
H7 2.279 -0.182 -1.384
H8 1.432 -1.019 0.907
H9 -0.195 -1.600 0.111
H10 1.679 2.009 3.794
H11 -4.050 1.666 0.362

No. 6
ORCA calculation (ωB97M-V/def2-TZVPD) on the molecule C8H11ClNPS in a non-equilibrium geometry.

* net charge: 0
* energy: -42610.53246 eV
* HOMO: -0.316 Eh
* SMILES: CN(C)[P@@](=S)(Cl)c1ccccc1
* gap between HOMO and LUMO: 9.259 eV
* LUMO energy: 0.66 eV

Geometry (Å):
C1 2.392 1.580 -1.527
N1 1.819 1.121 -0.321
C2 1.129 2.090 0.558
P1 1.639 -0.470 0.103
S1 2.407 -1.740 -1.146
Cl1 2.121 -0.724 2.002
C3 -0.535 -0.865 0.339
C4 -0.954 -1.453 1.479
C5 -2.355 -1.803 1.452
C6 -3.100 -1.429 0.412
C7 -2.624 -0.833 -0.765
C8 -1.255 -0.559 -0.868
H1 3.129 2.319 -1.347
H2 3.015 0.789 -1.951
H3 1.711 1.735 -2.387
H4 1.812 2.455 1.279
H5 0.599 2.992 -0.027
H6 0.200 1.558 0.976
H7 -0.343 -1.794 2.290
H8 -2.658 -2.493 2.214
H9 -4.140 -1.639 0.556
H10 -3.241 -0.644 -1.651
H11 -0.769 -0.192 -1.670